No. 1
Computed, not measured: an isolated molecule of C2H6N4OS, with ωB97M-V/def2-TZVPD.

Structure (SMILES)   [H]/N=C\N(N)C(=S)NO
HOMO energy   -8.9 eV
Relative energy (zero: lowest compared OMol25 entry of this formula, charge and spin)   81.36 kcal/mol
F_max   1.324 eV Å⁻¹
LUMO energy   0.05 eV

Geometry as XYZ:
```
14
Properties=species:S:1:pos:R:3:forces:R:3
H -2.8237 -0.2978 0.1067 -0.008 0.350 -0.087
N -2.7971 0.6716 -0.2436 0.407 -0.345 0.056
C -1.5999 1.0580 -0.3225 -0.181 -0.369 0.254
N -0.4538 0.2715 0.0222 -0.156 0.247 -0.307
N -0.7393 -1.0368 0.4281 0.460 -0.771 -0.715
C 0.8128 0.7933 0.0306 -0.219 -0.081 0.114
S 1.1805 2.4021 0.0110 0.010 -0.111 -0.026
N 1.8442 -0.1274 0.1859 0.164 0.458 0.106
O 1.7780 -1.2634 -0.6456 0.181 -0.207 -0.097
H -1.3486 2.0456 -0.6620 0.184 0.243 -0.096
H -0.3023 -1.7085 -0.2411 -0.529 0.837 0.879
H -0.3444 -1.1713 1.3511 0.019 -0.136 0.018
H 2.7362 0.3501 0.0469 -0.282 -0.165 -0.014
H 2.0572 -1.9872 -0.0677 -0.050 0.052 -0.085
```
Positions in Å, forces in eV/Å.

No. 2
Computed, not measured: C30H30N9O6SW as an isolated structure, with ωB97M-V/def2-TZVPD.

Net charge   +1
HOMO energy (spin up / spin down)   -10.0 / -10.8 eV
Relative energy (zero: lowest compared OMol25 entry of this formula, charge and spin)   12.19 kcal/mol
F_max   0.981 eV Å⁻¹
Multiplicity   3
LUMO energy (spin up / spin down)   -3.07 / -3.46 eV

Geometry as XYZ:
```
77
Properties=species:S:1:pos:R:3:forces:R:3
W -0.3091 -0.3236 -0.0942 0.109 0.494 -0.257
C 2.3544 3.6488 -0.6625 0.082 0.010 -0.063
O 2.0412 3.1746 -1.9817 0.008 0.016 0.045
C 2.5908 1.9633 -2.2890 0.059 -0.180 -0.002
C 3.6673 1.8762 -3.1498 -0.034 0.182 -0.006
C 4.1789 0.6446 -3.5527 0.079 -0.108 -0.049
C 3.5836 -0.5149 -3.1121 -0.086 0.126 0.050
C 2.4774 -0.4565 -2.2484 -0.032 -0.023 0.009
C 1.7949 -1.6838 -1.9263 0.028 0.342 -0.078
N 0.6464 -1.7495 -1.3485 0.140 -0.841 0.486
N 0.2242 -3.0949 -1.1536 -0.206 0.257 0.426
C -0.3735 -3.1799 -0.0074 0.210 -0.043 -0.151
O -0.5334 -2.1374 0.7863 -0.075 -0.357 -0.170
C -0.8707 -4.4860 0.4807 -0.009 0.084 -0.093
C -0.8955 -5.5868 -0.3714 -0.008 -0.072 -0.015
C -1.3646 -6.8067 0.0880 0.010 0.049 0.000
C -1.8057 -6.9351 1.3989 0.005 0.026 0.009
C -1.7783 -5.8397 2.2513 -0.017 -0.061 -0.008
C -1.3152 -4.6171 1.7924 0.004 0.069 0.043
C 2.0074 0.7863 -1.7812 0.028 -0.101 -0.115
O 1.0275 0.9036 -0.8996 -0.196 0.244 0.201
H 1.8385 4.5974 -0.5507 -0.014 -0.003 0.038
H 3.4329 3.8035 -0.5750 -0.008 0.017 -0.004
H 2.0083 2.9559 0.1022 -0.052 0.007 -0.006
H 4.0980 2.8020 -3.5117 0.002 -0.018 -0.002
H 5.0266 0.6030 -4.2224 -0.010 0.015 0.006
H 3.9418 -1.4807 -3.4452 -0.005 -0.010 0.006
H 2.2573 -2.6345 -2.1766 -0.039 0.036 -0.231
H -0.5465 -5.4744 -1.3885 0.000 -0.005 -0.001
H -1.3864 -7.6608 -0.5754 0.004 0.007 -0.007
H -2.1689 -7.8902 1.7542 -0.002 0.005 0.012
H -2.1160 -5.9412 3.2744 0.001 0.001 -0.003
H -1.2842 -3.7602 2.4540 0.001 -0.012 -0.015
N -3.1523 2.5529 0.1825 0.004 0.080 -0.009
N -1.9526 3.2059 0.5067 0.148 -0.199 0.022
C -0.9124 2.5212 1.1152 0.036 0.150 0.008
O -0.0169 3.1570 1.6430 -0.001 -0.033 -0.013
O -0.9900 1.2147 1.0928 0.080 -0.271 -0.174
H -3.5336 2.9855 -0.6494 -0.032 -0.010 -0.008
H -3.8284 2.6582 0.9324 -0.031 0.007 -0.004
H -1.9789 4.1788 0.7741 -0.078 0.036 0.006
N -2.1838 1.4629 -3.5360 0.223 -0.003 0.160
C -1.0756 1.2283 -2.8288 -0.099 0.094 -0.233
N -1.4091 0.4721 -1.8005 0.030 -0.117 0.062
C -2.7499 0.2929 -1.9287 -0.131 0.098 -0.026
N -3.2632 0.8838 -2.9704 -0.079 -0.042 -0.154
C -3.4171 -0.4147 -0.8547 -0.010 -0.049 0.116
C -4.7798 -0.6405 -0.7565 -0.016 0.007 -0.060
N -5.3110 -1.2074 0.3183 0.007 0.018 -0.027
C -4.4729 -1.5393 1.2928 0.038 0.007 0.013
C -3.1037 -1.3400 1.1972 0.065 -0.008 0.061
N -2.5722 -0.7889 0.1103 -0.046 0.094 0.044
H -2.2793 1.9900 -4.3891 -0.005 0.027 0.003
H -0.0959 1.6181 -3.0536 -0.007 -0.001 -0.015
H -5.4374 -0.3463 -1.5650 -0.030 -0.014 0.023
H -4.8875 -1.9869 2.1866 -0.057 0.000 -0.017
H -2.4255 -1.6255 1.9873 -0.005 -0.009 -0.001
C -2.4424 -0.4198 6.7040 0.020 -0.010 -0.007
C -1.4298 -0.1924 5.6143 -0.044 -0.067 0.037
C -0.9339 -1.2593 4.8646 -0.020 -0.028 0.032
C 0.0056 -1.0584 3.8683 0.044 0.002 -0.060
C 0.4449 0.2329 3.6171 0.032 0.089 0.059
C -0.0415 1.3191 4.3295 -0.052 -0.088 0.009
C -0.9706 1.0917 5.3342 0.038 0.092 -0.033
S 1.6245 0.5455 2.3322 0.024 0.006 0.064
C 3.0790 -0.1795 3.0774 -0.024 -0.057 -0.066
O 1.3127 -0.5226 1.2546 0.028 -0.055 0.163
H -2.7019 -1.4736 6.7915 0.002 0.004 -0.010
H -3.3582 0.1417 6.5140 0.010 0.010 -0.020
H -2.0559 -0.0886 7.6687 0.016 0.008 -0.011
H -1.2806 -2.2653 5.0727 -0.010 0.016 0.014
H 0.3744 -1.8858 3.2735 0.001 0.010 -0.002
H 0.2784 2.3200 4.0705 -0.005 0.026 0.025
H -1.3561 1.9296 5.9028 0.005 0.001 -0.009
H 2.8646 -1.2143 3.3378 0.015 0.001 -0.013
H 3.3355 0.3979 3.9640 -0.046 0.038 -0.001
H 3.8829 -0.1169 2.3461 -0.013 -0.015 -0.004
```
Positions in Å, forces in eV/Å.

Which value of relative energy (zero: lowest compared OMol25 entry of this formula, charge and spin) does entry 2 give?
12.19 kcal/mol